Record 1
DFT (ωB97M-V with the def2-TZVPD basis set) results for C21H36N6O5PRe as an isolated structure.

As for the charge: +3. The multiplicity is 2. As for the expectation value of S²: 0.76.

Last column: Löwdin spin population.
Geometry (Å):
Re (-0.2409, 0.0096, 0.4202)  0.7539
C (1.2311, -1.6750, 2.4962)  0.0005
C (1.9296, -0.3065, 2.5876)  0.0026
N (1.0846, 0.7922, 1.9903)  0.0064
C (0.3950, 1.6007, 3.0706)  0.0004
C (-1.0540, 1.9051, 2.7389)  0.0027
N (-1.6615, 0.8178, 1.9119)  0.0012
C (-2.2181, -0.3053, 2.7334)  0.0032
C (-1.0981, -1.2055, 3.1889)  0.0003
N (-0.1816, -1.5057, 2.0407)  0.0141
H (1.2475, -2.1950, 3.4535)  0.0001
H (1.7310, -2.3039, 1.7662)  0.0000
H (2.8729, -0.3353, 2.0487)  0.0003
H (2.1576, -0.0373, 3.6163)  0.0001
H (1.7314, 1.4152, 1.5095)  0.0000
H (0.9443, 2.5279, 3.2274)  0.0000
H (0.4753, 1.0352, 3.9934)  0.0000
H (-1.1265, 2.8101, 2.1546)  0.0000
H (-1.6320, 2.0382, 3.6544)  -0.0001
H (-2.4568, 1.2429, 1.4440)  0.0000
H (-2.9241, -0.8502, 2.1098)  0.0000
H (-2.7659, 0.0956, 3.5871)  0.0000
H (-1.4947, -2.1319, 3.6042)  0.0001
H (-0.5066, -0.7435, 3.9754)  0.0000
H (-0.4749, -2.3985, 1.6524)  0.0019
O (-0.1902, -0.1140, -1.6364)  0.0820
N (0.9114, -0.5040, -2.2253)  -0.0121
N (1.7716, -0.9023, -1.4238)  0.0077
O (1.4582, -0.9108, -0.1237)  0.1131
C (3.0632, -1.4061, -1.8303)  -0.0009
C (3.3236, -1.5407, -3.1894)  0.0010
C (4.5670, -2.0205, -3.5611)  -0.0002
C (5.5117, -2.3529, -2.5964)  0.0009
C (5.2232, -2.2076, -1.2465)  0.0005
C (3.9859, -1.7285, -0.8464)  0.0000
H (2.5812, -1.2892, -3.9328)  0.0000
H (4.7979, -2.1396, -4.6107)  0.0000
H (6.4782, -2.7312, -2.9006)  0.0000
H (5.9617, -2.4688, -0.5015)  0.0000
H (3.7505, -1.6176, 0.2010)  0.0000
C (-5.6038, -3.0202, -1.5467)  0.0003
C (-4.3781, -2.3040, -1.0884)  0.0014
C (-3.1734, -2.9699, -0.8576)  0.0008
C (-2.0609, -2.2683, -0.4527)  0.0060
N (-2.0685, -0.9362, -0.2478)  0.0040
C (-3.2161, -0.2796, -0.5102)  0.0002
C (-4.3667, -0.9175, -0.9079)  -0.0005
H (-5.5150, -4.0960, -1.4173)  0.0000
H (-5.7690, -2.8178, -2.6080)  0.0002
H (-6.4835, -2.6654, -1.0101)  0.0000
H (-3.0959, -4.0391, -1.0043)  0.0000
H (-1.1115, -2.7772, -0.3271)  0.0009
H (-3.1914, 0.7992, -0.4192)  -0.0001
H (-5.2562, -0.3290, -1.0928)  -0.0001
C (0.2857, 4.7989, 0.0600)  -0.0009
O (-0.1108, 3.4238, 0.3903)  -0.0027
P (0.1929, 2.2111, -0.5726)  0.0047
O (-0.2970, 2.6118, -2.0019)  -0.0011
C (-1.6796, 2.5917, -2.4445)  -0.0003
O (1.7569, 2.1245, -0.7638)  0.0064
C (2.5666, 2.7373, -1.8254)  0.0011
H (-0.1157, 5.0728, -0.9120)  0.0000
H (1.3705, 4.8712, 0.0704)  0.0000
H (-0.1383, 5.4283, 0.8345)  -0.0001
H (-1.6634, 2.9087, -3.4811)  0.0000
H (-2.2675, 3.2903, -1.8509)  0.0000
H (-2.0639, 1.5761, -2.3726)  -0.0001
H (2.8096, 3.7571, -1.5416)  0.0003
H (2.0162, 2.7159, -2.7607)  0.0000
H (3.4683, 2.1381, -1.8896)  0.0000

Forces on the atoms, in the same order (eV/Å):
Re 0.12 0.00 0.04
C -0.05 0.03 -0.06
C -0.05 0.04 -0.04
N 0.05 -0.01 0.14
C 0.13 -0.07 -0.05
C -0.05 -0.05 -0.03
N -0.02 -0.05 0.10
C -0.06 0.07 -0.07
C 0.06 -0.07 0.01
N -0.07 -0.03 0.10
H -0.01 0.02 0.02
H 0.03 -0.01 0.02
H -0.03 -0.02 -0.03
H 0.04 -0.02 0.01
H 0.02 0.00 0.02
H -0.01 0.01 -0.02
H -0.01 0.02 0.03
H -0.01 0.11 -0.01
H 0.02 0.00 0.01
H 0.02 0.01 -0.03
H 0.00 -0.01 0.02
H 0.00 -0.01 0.00
H 0.00 0.00 0.00
H -0.02 0.02 0.00
H -0.01 -0.01 0.00
O 0.12 -0.10 0.01
N -0.04 0.03 -0.11
N 0.02 -0.05 0.07
O 0.02 0.13 -0.04
C -0.06 0.04 -0.04
C 0.04 -0.03 0.03
C -0.02 0.01 -0.02
C 0.02 -0.01 -0.01
C -0.01 0.01 0.03
C 0.01 -0.01 -0.04
H 0.00 0.00 0.00
H 0.00 0.00 0.00
H 0.00 0.01 0.00
H 0.00 0.00 0.00
H 0.00 0.00 0.01
C 0.01 0.00 0.04
C -0.03 -0.03 -0.03
C 0.04 -0.02 0.00
C 0.00 0.07 -0.02
N -0.02 0.09 0.01
C 0.04 -0.02 -0.03
C 0.01 0.05 0.00
H 0.00 0.00 0.00
H 0.00 0.01 0.00
H -0.01 0.00 -0.01
H 0.00 0.00 -0.01
H -0.02 -0.02 0.02
H -0.02 -0.01 0.02
H 0.00 -0.01 -0.01
C -0.03 0.00 0.01
O -0.01 -0.03 -0.04
P -0.10 -0.02 0.11
O -0.12 -0.03 -0.14
C 0.10 0.04 0.07
O 0.07 -0.06 -0.04
C -0.05 0.02 0.06
H 0.01 0.00 -0.01
H -0.01 0.00 0.01
H -0.01 -0.01 0.00
H -0.02 0.01 -0.01
H -0.03 -0.01 -0.01
H 0.00 0.01 -0.03
H 0.01 0.00 -0.01
H 0.01 -0.01 -0.01
H 0.01 0.01 0.00

Record 2
DFT (ωB97M-V with the def2-TZVPD basis set) results for ClH3N2O2S in the gas phase at a distorted geometry.

The structure (SMILES) is NNS(=O)(=O)Cl. As for the charge: 0.

Last column: Löwdin charge in e.
Geometry (Å):
N (-1.0165, 0.7104, 0.6148)  -0.0418
N (-0.4173, -0.6349, 0.3816)  -0.1790
S (1.0218, -0.0097, -0.4781)  0.2409
O (0.7055, 0.2782, -1.7982)  -0.3333
O (1.6049, 0.9027, 0.3908)  -0.3024
Cl (2.1581, -1.6647, -0.6381)  0.3925
H (-1.0754, 0.7633, 1.6405)  0.0964
H (-1.8805, 0.6266, 0.1716)  0.0499
H (-1.1006, -0.9719, -0.2848)  0.0768

Forces on the atoms, in the same order (eV/Å):
N 1.60 -0.95 1.79
N 1.09 2.01 -0.50
S -1.75 -2.83 1.25
O -0.77 1.01 -2.68
O 1.34 1.17 1.34
Cl 0.09 -0.24 0.44
H -0.41 0.27 -0.79
H -1.92 0.52 -0.26
H 0.72 -0.96 -0.61

Values for relative energy (zero: lowest compared OMol25 entry of this formula, charge and spin), eV, ordered as above
0.000, 0.525